[1]
{
  "formula": "CN4O3",
  "method": "wB97M-V/def2-TZVPD",
  "charge": -2,
  "multiplicity": 3,
  "de_lowest_kcal_mol": 127.70,
  "homo_energy_ev": [1.9, -0.6],
  "symbols": ["C", "N", "N", "N", "N", "O", "O", "O"],
  "positions_angstrom": [[1.094, -1.681, 1.988], [0.959, -2.853, 2.007], [-0.738, 1.004, -1.229], [-0.390, -0.152, -1.010], [-0.653, 2.216, -1.034], [-0.100, -0.974, -1.923], [1.481, -0.516, 1.991], [-1.654, 2.957, -0.789]],
  "forces_ev_per_angstrom": [[1.7, 0.4, 0.1], [-0.8, -0.5, 0.1], [-4.2, -2.4, -4.5], [3.0, -0.4, 1.6], [2.6, 2.9, 3.1], [-0.7, -0.3, -0.1], [-0.7, 0.0, 0.1], [-0.8, 0.4, -0.5]]
}


[2]
{
  "formula": "C5H2O",
  "method": "wB97M-V/def2-TZVPD",
  "charge": 0,
  "de_lowest_kcal_mol": 15.03,
  "homo_energy_ev": -10.0,
  "smiles": "C#CC#CC=O",
  "symbols": ["C", "C", "C", "C", "C", "O", "H", "H"],
  "positions_angstrom": [[-1.431, 2.104, -0.556], [-0.967, 1.373, 0.284], [-0.276, 0.334, 0.867], [0.414, -0.662, 0.872], [1.168, -1.698, 0.177], [1.205, -1.665, -1.032], [-1.794, 2.687, -1.371], [1.681, -2.473, 0.759]],
  "forces_ev_per_angstrom": [[0.1, -0.2, 0.4], [-0.2, 0.3, -0.4], [0.3, -0.5, -0.3], [-0.4, 0.6, -0.2], [0.1, -0.1, -0.3], [0.1, -0.2, 0.6], [-0.1, 0.1, 0.2], [0.0, 0.0, 0.0]]
}


[3]
{
  "formula": "C2H6N2",
  "method": "wB97M-V/def2-TZVPD",
  "charge": 0,
  "de_lowest_kcal_mol": 82.01,
  "homo_energy_ev": -7.6,
  "symbols": ["N", "N", "C", "C", "H", "H", "H", "H", "H", "H"],
  "positions_angstrom": [[-0.013, 1.351, 1.237], [-0.272, -1.590, -0.911], [0.315, 0.305, 0.378], [-0.647, -0.406, -0.337], [-0.960, 1.684, 1.112], [0.666, 2.097, 1.306], [0.637, -2.015, -0.757], [-0.843, -1.980, -1.638], [1.337, -0.073, 0.526], [-0.220, 0.627, -0.916]],
  "forces_ev_per_angstrom": [[0.1, 0.1, -0.3], [0.2, -0.2, 0.0], [-0.1, -0.6, 0.6], [0.2, 0.9, -0.3], [0.0, 0.0, 0.1], [-0.1, -0.1, -0.1], [-0.1, 0.1, -0.1], [0.1, 0.0, 0.2], [0.0, 0.1, -0.1], [-0.3, -0.2, 0.0]]
}


[4]
{
  "formula": "C6H14FInN2O2",
  "method": "wB97M-V/def2-TZVPD",
  "charge": 2,
  "de_lowest_kcal_mol": 0.00,
  "homo_energy_ev": -15.3,
  "symbols": ["In", "F", "C", "C", "O", "N", "C", "H", "H", "H", "H", "H", "H", "H", "C", "C", "O", "N", "C", "H", "H", "H", "H", "H", "H", "H"],
  "positions_angstrom": [[-0.001, 1.217, -1.038], [0.530, 3.418, 0.673], [-2.231, -1.679, -4.081], [-1.027, -1.989, -3.226], [-0.404, -1.126, -2.598], [-0.577, -3.260, -3.270], [0.570, -3.766, -2.553], [-1.887, -1.497, -5.103], [-2.767, -0.783, -3.780], [-2.964, -2.484, -4.062], [-1.090, -3.911, -3.845], [0.423, -3.898, -1.476], [1.432, -3.112, -2.675], [0.835, -4.742, -2.947], [0.244, 1.015, 4.152], [0.450, 1.508, 2.770], [0.309, 0.826, 1.761], [0.906, 2.792, 2.460], [1.336, 3.751, 3.345], [0.444, -0.055, 4.137], [-0.825, 1.077, 4.390], [0.839, 1.535, 4.889], [0.945, 3.048, 1.380], [2.444, 3.644, 3.485], [0.879, 3.735, 4.333], [1.188, 4.737, 2.880]],
  "forces_ev_per_angstrom": [[-0.1, -0.6, -0.8], [-4.5, 3.7, -7.9], [-0.2, 0.1, 0.0], [0.0, -0.7, -0.5], [0.4, 0.9, 0.9], [-0.6, 0.4, 0.2], [0.7, -0.1, 0.2], [-0.1, -0.2, 0.0], [0.3, 0.1, 0.3], [0.2, -0.2, -0.2], [0.0, 0.1, 0.0], [-0.4, 0.2, -0.1], [-0.1, 0.1, -0.1], [-0.1, 0.0, -0.1], [0.0, -0.3, 0.1], [-1.1, -1.6, -1.5], [-0.3, 0.1, 1.1], [2.5, -0.7, 6.5], [-1.1, 0.2, 1.3], [0.3, 0.0, 0.1], [0.0, 0.4, -0.1], [0.0, 0.0, 0.2], [3.9, -2.1, 1.2], [0.0, 0.1, -0.5], [-0.1, 0.0, 0.0], [0.5, 0.2, -0.2]]
}


[5]
{
  "formula": "C17H33BN6PdSi2",
  "method": "wB97M-V/def2-TZVPD",
  "charge": 0,
  "multiplicity": 3,
  "homo_energy_ev": [-8.2, -8.2],
  "symbols": ["H", "N", "B", "N", "C", "Pd", "H", "C", "H", "C", "H", "C", "H", "H", "H", "N", "N", "N", "N", "C", "C", "H", "H", "C", "C", "C", "C", "H", "H", "H", "H", "H", "C", "Si", "C", "C", "C", "Si", "C", "C", "C", "H", "H", "H", "H", "H", "H", "H", "H", "H", "H", "H", "H", "H", "H", "H", "H", "H", "H", "H"],
  "positions_angstrom": [[0.736, 1.438, -0.492], [0.059, 0.402, -2.267], [-0.898, 0.021, -4.587], [-0.272, 0.947, -3.506], [0.248, 2.200, -3.616], [1.831, -0.319, -1.800], [0.075, 2.739, -4.533], [0.912, 2.531, -2.461], [1.408, 3.447, -2.163], [0.808, 1.374, -1.578], [-0.726, 0.516, -5.660], [-1.271, -1.672, 1.943], [-1.464, -0.681, 1.520], [-0.396, -2.121, 1.477], [-2.156, -2.308, 1.831], [-2.444, -0.125, -4.395], [-0.026, -1.287, -4.539], [-2.991, -0.690, -3.271], [0.349, -1.865, -3.335], [-3.445, 0.358, -5.187], [0.657, -1.855, -5.555], [-3.223, 0.843, -6.126], [0.573, -1.471, -6.558], [-4.661, 0.124, -4.547], [1.421, -2.907, -5.036], [-4.315, -0.532, -3.335], [1.170, -2.896, -3.647], [-5.640, 0.391, -4.876], [2.079, -3.570, -5.567], [-4.992, -0.871, -2.556], [1.593, -3.534, -2.874], [-1.122, -1.581, 2.993], [0.737, 2.518, 4.759], [-0.412, 1.305, 3.880], [-2.025, 1.174, 4.841], [-0.836, 2.039, 2.187], [0.505, -0.305, 3.914], [2.034, -0.717, 2.964], [3.229, -1.246, 4.316], [2.038, -2.104, 1.672], [2.663, 0.820, 2.057], [0.164, 3.079, 5.509], [1.209, 3.230, 4.070], [1.526, 1.951, 5.275], [-2.139, 2.065, 5.486], [-2.901, 1.124, 4.185], [-2.023, 0.289, 5.484], [-0.102, 2.799, 1.895], [-0.908, 1.308, 1.367], [-1.813, 2.545, 2.256], [0.151, -1.055, 4.634], [2.878, -2.182, 4.784], [4.235, -1.408, 3.916], [3.267, -0.473, 5.094], [1.590, -1.805, 0.706], [3.080, -2.372, 1.454], [1.529, -3.016, 2.008], [2.173, 0.969, 1.082], [2.535, 1.735, 2.647], [3.740, 0.692, 1.861]],
  "forces_ev_per_angstrom": [[0.2, -0.2, -0.1], [-2.7, 3.1, -0.3], [-0.5, -0.3, -0.1], [1.3, -0.5, 2.0], [-0.1, -0.8, 0.4], [2.6, -3.2, -0.6], [0.1, 0.1, 0.1], [0.5, -0.5, 1.1], [-0.2, -0.1, -0.4], [-2.7, 2.5, -1.9], [0.0, 0.2, -0.2], [-0.7, -0.2, -0.7], [0.0, -0.3, 0.0], [-0.3, 0.0, 0.0], [0.2, 0.1, -0.4], [-0.6, -0.6, 0.7], [0.8, -0.1, 1.2], [0.1, 0.2, 0.2], [0.1, -1.1, -1.0], [-0.3, -0.2, 0.6], [0.1, -0.8, 0.9], [0.0, 0.0, 0.1], [-0.1, -0.1, 0.0], [1.1, -0.1, 0.2], [-0.4, 0.4, 0.1], [0.9, 0.4, -1.2], [-0.2, 1.4, -0.8], [-0.3, 0.1, -0.2], [0.0, 0.0, -0.1], [0.4, 0.0, -0.1], [-0.2, 0.2, -0.2], [0.2, 0.1, 0.7], [0.1, 0.0, 0.2], [-0.2, 0.3, 0.1], [0.0, 0.2, 0.2], [0.0, -0.1, -0.3], [-0.3, -0.2, -0.3], [0.4, 0.0, 0.1], [0.0, 0.0, 0.0], [-0.1, 0.0, -0.3], [0.2, -0.1, -0.1], [0.2, 0.0, -0.1], [-0.1, -0.1, 0.2], [-0.2, 0.3, 0.0], [0.0, -0.4, -0.2], [0.2, -0.1, 0.1], [-0.1, 0.1, 0.0], [0.0, -0.1, 0.0], [0.0, 0.2, 0.3], [0.3, -0.2, 0.0], [0.2, 0.2, -0.2], [0.1, 0.3, -0.2], [0.0, 0.0, 0.1], [0.1, -0.2, -0.1], [0.0, -0.1, 0.4], [0.0, 0.1, 0.1], [0.1, 0.2, -0.1], [0.1, -0.1, 0.3], [0.1, -0.1, -0.1], [-0.3, 0.1, 0.0]]
}